1.
Below is a cluster of 2 separate species, C28H54ClN2O6P2Si in total at a distorted geometry, with properties calculated with ωB97M-V/def2-TZVPD.

Structure (XYZ):
```
94
Properties=species:S:1:pos:R:3
O 1.712 0.608 2.848
C 1.619 1.281 1.849
C 0.239 1.929 1.489
Si 0.114 2.314 -0.406
C -0.314 0.768 -1.425
C -0.241 -0.594 -0.607
C -1.589 -0.983 0.091
C -1.610 -2.487 0.649
C -2.732 -3.263 -0.127
C -2.731 -4.824 0.065
C -3.392 -5.604 -1.149
C -4.933 -5.337 -1.309
C -5.281 -4.037 -2.135
C -6.849 -3.754 -2.238
C -7.158 -2.203 -2.046
C -6.954 -1.845 -0.526
N -7.525 -0.553 -0.113
C -8.009 -0.450 1.191
C -8.488 0.918 1.404
C -8.254 1.586 0.097
C -7.665 0.636 -0.832
C -1.169 3.739 -0.552
P -2.803 3.240 -1.266
O -3.682 4.459 -1.218
O -3.532 2.046 -0.399
O -2.694 2.847 -2.890
P 2.052 3.209 -1.122
O 3.142 1.952 -1.512
Cl 2.806 4.337 0.524
H 2.462 1.446 1.112
H 0.081 2.915 2.019
H -0.648 1.288 1.728
H -1.280 0.905 -1.977
H 0.485 0.681 -2.223
H -0.038 -1.399 -1.376
H 0.648 -0.629 0.085
H -1.894 -0.260 0.899
H -2.401 -0.932 -0.691
H -0.603 -2.972 0.635
H -1.949 -2.385 1.720
H -3.755 -2.900 0.182
H -2.630 -3.043 -1.228
H -3.301 -5.156 0.982
H -1.686 -5.229 0.212
H -2.811 -5.472 -2.107
H -3.279 -6.701 -0.896
H -5.483 -5.386 -0.323
H -5.351 -6.202 -1.908
H -4.825 -3.103 -1.721
H -4.822 -4.179 -3.156
H -7.152 -4.050 -3.280
H -7.355 -4.386 -1.465
H -8.148 -1.904 -2.469
H -6.357 -1.660 -2.623
H -7.327 -2.673 0.130
H -5.838 -1.780 -0.358
H -8.033 -1.258 1.960
H -8.928 1.375 2.310
H -8.481 2.657 -0.128
H -7.370 0.765 -1.890
H -1.373 4.138 0.482
H -0.721 4.610 -1.114
H -4.311 2.472 0.023
H -2.819 3.705 -3.341
H 3.383 2.133 -2.442
C 7.336 3.615 0.738
C 6.787 2.277 0.164
C 5.481 1.872 0.893
C 5.711 1.386 2.322
C 6.729 0.247 2.346
C 8.057 0.633 1.661
N 7.826 1.200 0.287
O 7.508 0.271 -0.461
C 8.815 1.646 2.549
C 9.000 -0.589 1.633
C 6.451 2.621 -1.300
H 7.201 4.443 0.040
H 6.841 3.908 1.663
H 8.412 3.585 0.910
H 4.972 1.079 0.332
H 4.791 2.719 0.905
H 6.044 2.207 2.959
H 4.766 1.038 2.751
H 6.923 -0.047 3.380
H 6.290 -0.631 1.857
H 9.725 1.999 2.060
H 9.115 1.180 3.489
H 8.218 2.510 2.831
H 8.567 -1.449 1.121
H 9.229 -0.912 2.648
H 9.947 -0.340 1.147
H 7.352 2.919 -1.843
H 5.749 3.453 -1.337
H 5.986 1.794 -1.838
```

Calculated values
Max |F| = 0.147 hartree/bohr
Multiplicity = 1
HOMO energy = -9.15 eV
Charge = +1
LUMO energy = -7.1076 eV

2.
Below is a structure of composition C28H55AlO2Si4Te at a distorted geometry, with properties calculated with ωB97M-V/def2-TZVPD.

Structure (XYZ):
```
91
Properties=species:S:1:pos:R:3
O 0.506 -1.598 -4.786
C 1.240 -2.776 -5.251
C 2.468 -1.963 -5.757
H 0.777 -3.342 -6.064
H 1.364 -3.449 -4.407
C 1.582 -0.747 -5.319
H 2.691 -2.145 -6.813
H 3.276 -2.283 -5.061
C 0.933 0.138 -6.397
H 0.138 -0.378 -6.960
H 1.675 0.558 -7.081
H 0.483 0.989 -5.862
C 2.164 0.112 -4.238
H 2.304 -0.460 -3.318
H 1.480 0.959 -4.055
H 3.102 0.541 -4.595
Al -0.890 -0.536 -0.085
C 1.856 -1.092 0.655
C 1.463 -2.356 1.141
C 0.581 -2.961 0.240
H 1.827 -2.811 2.063
C 0.283 -2.023 -0.821
C 1.129 -0.823 -0.553
H 1.430 -0.133 -1.345
H 2.645 -0.471 1.081
H 0.307 -4.019 0.251
H -0.136 -2.253 -1.797
C -0.489 2.594 0.487
C 0.319 2.297 -0.629
C -0.384 1.400 -1.468
H 1.315 2.701 -0.805
C -1.679 1.135 -0.836
C -1.689 1.873 0.409
H -2.521 1.995 1.100
H -0.243 3.271 1.296
H -0.071 1.126 -2.481
H -2.519 0.564 -1.226
O -3.287 -1.144 -3.166
C -3.259 -1.075 -4.662
C -4.349 -1.969 -5.305
H -2.261 -1.432 -4.958
H -3.475 -0.033 -4.962
C -5.096 -2.600 -4.086
H -3.850 -2.723 -5.933
H -5.018 -1.357 -5.937
C -4.471 -1.948 -2.837
H -4.941 -3.683 -4.069
H -6.182 -2.435 -4.135
H -4.063 -2.687 -2.134
H -5.190 -1.277 -2.338
C 0.606 -2.096 5.105
Si 1.804 -0.642 4.963
C 2.404 -0.136 6.683
C 3.351 -1.146 3.999
Si 0.610 1.084 3.895
Te -1.098 -0.401 2.562
Si -1.008 1.853 5.430
C -0.406 2.097 7.214
C -1.538 3.557 4.808
C -2.475 0.649 5.563
Si 2.179 2.894 3.770
C 2.684 3.390 5.530
C 3.667 2.275 2.794
C 1.564 4.492 2.978
H 1.192 -3.003 5.317
H 0.031 -2.274 4.180
H -0.112 -1.937 5.921
H 2.382 -1.031 7.322
H 3.445 0.214 6.637
H 1.802 0.641 7.167
H 3.135 -1.595 3.023
H 4.024 -0.296 3.836
H 3.891 -1.894 4.600
H 0.516 2.681 7.318
H -1.202 2.647 7.741
H -0.268 1.143 7.739
H -1.935 3.522 3.784
H -2.337 3.915 5.475
H -0.727 4.297 4.837
H -3.113 0.605 4.667
H -2.137 -0.372 5.782
H -3.085 0.986 6.417
H 3.039 2.548 6.138
H 3.508 4.116 5.442
H 1.865 3.886 6.068
H 3.367 1.629 1.958
H 4.199 3.141 2.373
H 4.375 1.721 3.424
H 1.648 4.438 1.885
H 0.524 4.726 3.231
H 2.187 5.332 3.321
```

Calculated values
Max |F| = 0.057 hartree/bohr
Multiplicity = 1
HOMO energy = -6.45 eV
LUMO energy = -0.4196 eV
Relative energy (zero: lowest compared OMol25 entry of this formula, charge and spin) = 0.515 eV

3.
Below is a structure of composition C28H55CdN2OP2Si3, with properties calculated with ωB97M-V/def2-TZVPD.

Structure (XYZ):
```
92
Properties=species:S:1:pos:R:3
Cd 0.422 -0.248 -0.480
C -0.501 3.743 -0.176
P -0.129 2.168 0.652
C -1.659 1.930 1.672
N -2.046 2.961 2.384
C -3.102 2.818 3.218
C -3.538 3.916 3.999
C -4.587 3.752 4.852
C -5.251 2.499 4.962
C -4.854 1.430 4.218
C -3.763 1.573 3.325
N -3.369 0.524 2.568
C -2.356 0.688 1.749
P -1.935 -0.760 0.689
C -2.410 -2.165 1.735
C -3.199 -0.688 -0.675
C -2.719 0.366 -1.682
C -4.599 -0.331 -0.184
C -3.214 -2.076 -1.326
C 1.202 2.529 1.898
C 0.961 3.767 2.757
C 1.320 1.279 2.777
C 2.490 2.714 1.088
H -0.910 4.434 0.558
H -1.228 3.577 -0.970
H 0.405 4.153 -0.623
H -3.020 4.862 3.901
H -4.923 4.583 5.460
H -6.084 2.401 5.646
H -5.349 0.468 4.281
H -3.455 -2.081 2.016
H -1.798 -2.158 2.636
H -2.225 -3.093 1.196
H -2.618 1.354 -1.219
H -3.442 0.457 -2.495
H -1.761 0.093 -2.135
H -4.649 0.678 0.224
H -4.962 -1.026 0.578
H -5.285 -0.383 -1.036
H -2.212 -2.418 -1.592
H -3.808 -2.039 -2.243
H -3.666 -2.822 -0.670
H 0.036 3.712 3.328
H 0.941 4.679 2.155
H 1.794 3.854 3.460
H 0.427 1.131 3.392
H 2.174 1.388 3.452
H 1.488 0.379 2.180
H 2.432 3.564 0.405
H 2.729 1.826 0.506
H 3.321 2.899 1.774
C 2.231 -2.264 2.207
O 2.024 -1.609 0.954
Si 3.075 -1.679 -0.384
C 3.868 -3.360 -0.444
C 4.472 -0.500 -0.052
C 1.894 -1.238 -1.746
Si 2.378 0.006 -3.065
C 3.163 1.563 -2.377
C 0.864 0.701 -3.933
C 3.529 -0.723 -4.335
Si 1.038 -2.776 -2.393
C 0.183 -3.674 -0.972
C 2.186 -3.984 -3.231
C -0.278 -2.409 -3.679
H 3.205 -2.759 2.249
H 1.456 -3.014 2.362
H 2.184 -1.535 3.017
H 4.551 -3.471 0.405
H 4.465 -3.471 -1.355
H 3.144 -4.180 -0.409
H 5.096 -0.915 0.749
H 4.132 0.486 0.266
H 5.113 -0.375 -0.933
H 2.448 2.102 -1.748
H 3.417 2.224 -3.214
H 4.075 1.396 -1.800
H 0.214 1.221 -3.218
H 0.265 -0.043 -4.459
H 1.188 1.448 -4.668
H 4.438 -1.123 -3.867
H 3.830 0.046 -5.056
H 3.051 -1.537 -4.891
H 0.901 -4.169 -0.307
H -0.488 -4.445 -1.367
H -0.412 -2.995 -0.353
H 2.988 -4.340 -2.580
H 2.646 -3.539 -4.119
H 1.609 -4.857 -3.559
H -0.939 -1.576 -3.423
H -0.896 -3.306 -3.806
H 0.175 -2.186 -4.651
```

Calculated values
Max |F| = 0.011 hartree/bohr
Multiplicity = 1
HOMO energy = -11.19 eV
Charge = +1
LUMO energy = -3.4656 eV

4.
Below is a cluster of 11 separate species, C28H55Cl20FN2O4S in total, with properties calculated with ωB97M-V/def2-TZVPD.

Structure (XYZ):
```
111
Properties=species:S:1:pos:R:3
C -1.558 -2.719 2.630
C -1.416 -1.940 1.317
N -2.651 -1.271 0.872
C -3.235 -1.819 -0.300
O -3.893 -3.124 -0.082
S -5.267 -3.194 0.694
O -6.154 -3.962 -0.129
O -5.040 -3.590 2.051
C -5.848 -1.492 0.681
C -7.320 -1.502 1.127
C -7.464 -1.197 2.603
O -7.300 -0.097 3.056
C -5.649 -1.002 -0.749
F -6.310 0.197 -0.922
C -4.159 -0.858 -1.117
N -3.728 0.523 -1.011
H -1.357 -2.079 3.483
H -0.893 -3.582 2.648
H -2.578 -3.099 2.737
H -0.641 -1.181 1.446
H -1.059 -2.621 0.542
H -3.294 -1.266 1.656
H -2.402 -2.064 -0.957
H -5.264 -0.873 1.364
H -7.866 -0.741 0.570
H -7.770 -2.473 0.917
H -7.731 -2.041 3.264
H -6.121 -1.736 -1.407
H -4.072 -1.143 -2.168
H -2.718 0.570 -1.075
H -3.987 0.908 -0.110
Cl -0.107 -0.026 -1.244
C 0.947 -0.968 -2.340
C 1.712 -2.045 -1.619
Cl 2.916 -1.357 -0.494
H 1.618 -0.260 -2.816
H 0.314 -1.410 -3.107
H 2.258 -2.646 -2.345
H 1.053 -2.691 -1.043
Cl -4.189 0.444 4.234
C -3.954 -0.741 5.551
C -3.771 -0.054 6.875
Cl -2.236 0.858 6.948
H -3.094 -1.349 5.302
H -4.840 -1.373 5.577
H -3.742 -0.800 7.665
H -4.576 0.649 7.073
Cl 3.866 2.554 -1.724
C 2.544 2.440 -0.522
C 2.202 3.788 0.057
Cl 3.538 4.418 1.064
H 2.868 1.746 0.249
H 1.694 2.009 -1.044
H 1.329 3.705 0.699
H 2.002 4.522 -0.720
Cl -0.554 -3.004 5.663
C 0.154 -3.126 7.294
C -0.679 -4.003 8.194
Cl -2.238 -3.252 8.642
H 0.257 -2.122 7.697
H 1.141 -3.567 7.168
H -0.150 -4.181 9.128
H -0.889 -4.957 7.717
Cl 5.346 -2.425 -4.773
C 5.334 -0.640 -4.857
C 4.069 -0.046 -4.304
Cl 2.641 -0.430 -5.320
H 5.475 -0.365 -5.898
H 6.186 -0.284 -4.280
H 4.155 1.039 -4.279
H 3.867 -0.407 -3.297
Cl -3.149 -0.207 10.379
C -3.155 -0.505 12.135
C -2.747 -1.917 12.472
Cl -3.970 -3.109 11.959
H -4.152 -0.285 12.507
H -2.449 0.195 12.577
H -2.640 -2.016 13.551
H -1.808 -2.180 11.992
Cl 4.355 1.339 -7.794
C 5.644 2.265 -8.603
C 7.007 1.815 -8.139
Cl 7.295 2.238 -6.427
H 5.480 3.318 -8.391
H 5.545 2.092 -9.673
H 7.778 2.312 -8.725
H 7.120 0.739 -8.236
Cl 6.090 5.012 -4.343
C 6.630 5.781 -2.826
C 5.516 5.911 -1.820
Cl 4.268 7.075 -2.340
H 7.051 6.750 -3.083
H 7.415 5.150 -2.412
H 5.918 6.275 -0.876
H 5.022 4.960 -1.649
Cl -2.924 5.857 0.094
C -2.456 5.187 -1.489
C -2.492 3.681 -1.500
Cl -1.219 2.975 -0.459
H -1.464 5.562 -1.726
H -3.165 5.567 -2.223
H -2.312 3.314 -2.509
H -3.447 3.296 -1.154
Cl 5.359 -2.172 -8.129
C 5.031 -2.327 -9.871
C 6.282 -2.241 -10.705
Cl 6.998 -0.604 -10.686
H 4.320 -1.551 -10.145
H 4.568 -3.301 -10.020
H 6.044 -2.466 -11.743
H 7.042 -2.934 -10.354
```

Calculated values
Max |F| = 0.011 hartree/bohr
Multiplicity = 1
HOMO energy = -9.47 eV
LUMO energy = 0.3692 eV
SMILES string = CCN[C@H]1OS(=O)(=O)[C@H](CC=O)[C@@H](F)[C@H]1N.ClCCCl.ClCCCl.ClCCCl.ClCCCl.ClCCCl.ClCCCl.ClCCCl.ClCCCl.ClCCCl.ClCCCl

5.
Below is a cluster of 14 separate species, C28H56Br28 in total at a distorted geometry, with properties calculated with ωB97M-V/def2-TZVPD.

Structure (XYZ):
```
112
Properties=species:S:1:pos:R:3
Br 20.333 10.955 16.067
C 19.457 11.025 17.841
C 20.439 10.587 18.915
Br 19.481 10.319 20.578
H 18.527 10.447 17.848
H 19.147 12.054 18.088
H 21.117 11.412 19.136
H 21.041 9.705 18.775
Br 14.578 21.450 12.899
C 13.493 20.461 14.246
C 14.374 19.800 15.221
Br 13.374 18.593 16.425
H 13.126 19.687 13.613
H 12.695 21.145 14.580
H 14.984 20.378 15.806
H 15.064 19.052 14.759
Br 15.768 12.500 20.936
C 16.780 12.994 22.513
C 17.846 13.933 22.204
Br 18.651 14.608 23.874
H 17.241 12.014 22.764
H 16.130 13.277 23.318
H 17.625 14.811 21.720
H 18.718 13.576 21.638
Br 11.734 10.789 17.839
C 10.447 12.242 17.432
C 9.189 11.923 18.207
Br 7.776 13.213 18.066
H 10.338 12.265 16.341
H 10.925 13.189 17.724
H 9.373 11.945 19.287
H 8.719 10.948 17.916
Br 14.892 13.412 17.363
C 13.248 13.749 16.386
C 13.469 15.013 15.589
Br 12.016 14.968 14.212
H 12.472 13.796 17.172
H 12.992 12.876 15.779
H 14.359 14.827 15.034
H 13.367 15.903 16.118
Br 11.127 14.194 10.413
C 13.141 14.491 10.654
C 13.837 13.364 9.931
Br 15.755 13.595 9.921
H 13.309 14.531 11.728
H 13.310 15.511 10.270
H 13.643 13.395 8.879
H 13.696 12.428 10.441
Br 7.783 13.507 11.760
C 8.137 12.231 13.246
C 9.320 11.394 13.038
Br 9.380 10.011 14.399
H 7.271 11.686 13.378
H 8.253 12.813 14.151
H 10.242 12.003 13.028
H 9.234 10.882 12.131
Br 16.925 14.937 13.627
C 17.160 13.027 14.118
C 16.422 12.074 13.197
Br 14.486 12.108 13.360
H 16.833 12.894 15.129
H 18.249 12.860 14.070
H 16.708 11.109 13.641
H 16.603 12.186 12.143
Br 16.180 17.311 20.021
C 14.689 16.238 19.396
C 13.453 16.944 19.827
Br 11.955 16.211 18.903
H 14.823 15.223 19.751
H 14.758 16.263 18.279
H 13.507 18.009 19.599
H 13.431 16.795 20.891
Br 10.293 18.409 12.996
C 8.999 18.120 14.414
C 9.667 18.064 15.808
Br 8.355 17.277 17.044
H 8.662 17.038 14.209
H 8.228 18.907 14.410
H 10.005 19.029 16.207
H 10.535 17.399 15.918
Br 11.246 10.020 10.145
C 11.586 8.530 11.382
C 12.415 9.101 12.520
Br 12.597 7.855 14.052
H 12.161 7.761 10.886
H 10.549 8.179 11.581
H 12.025 9.971 13.027
H 13.449 9.191 12.239
Br 14.436 9.028 20.208
C 15.701 8.695 18.727
C 15.159 9.339 17.469
Br 16.542 9.103 16.063
H 15.904 7.646 18.665
H 16.600 9.216 19.034
H 15.033 10.448 17.580
H 14.232 8.907 17.132
Br 17.156 17.769 16.349
C 18.917 16.983 16.430
C 18.901 15.724 17.248
Br 20.587 14.929 17.591
H 19.566 17.744 16.773
H 19.152 16.726 15.408
H 18.434 14.833 16.796
H 18.528 15.815 18.258
Br 14.195 17.314 12.430
C 15.854 17.800 11.638
C 16.840 18.456 12.570
Br 18.640 18.234 11.843
H 15.703 18.429 10.738
H 16.280 16.892 11.216
H 16.906 17.931 13.532
H 16.716 19.504 12.812
```

Calculated values
Max |F| = 0.066 hartree/bohr
Multiplicity = 1
HOMO energy = -10.05 eV
LUMO energy = 0.0937 eV
Relative energy (zero: lowest compared OMol25 entry of this formula, charge and spin) = 0.638 eV

Number 1: frontier orbital gap 0.075 hartree, E_tot -84146.576 eV. Number 2: frontier orbital gap 0.222 hartree, E_tot -79423.191 eV. Number 3: frontier orbital gap 0.284 hartree, E_tot -81731.484 eV. Number 4: frontier orbital gap 0.362 hartree, E_tot -305101.767 eV. Number 5: frontier orbital gap 0.373 hartree, E_tot -1991136.225 eV.